Molecular formula: C9H14O
Method: DFT, ωB97M-V/def2-TZVPD

Calculated values
- ΔE to the lowest compared entry with this formula, charge and spin (eV) = 1.680
- E (eV) = -11605.95671
- SMILES string = Cc1ccccc1.CCO
- HOMO-LUMO gap (eV) = 10.02
- net charge = 0

Last column: Mulliken charge in e.
CARTESIAN COORDINATES (ANGSTROEM)
1 C -0.189 -0.074 -2.875  -0.35
2 C -0.778 0.904 -1.800  -0.73
3 O 0.700 0.700 -3.711  -0.58
4 H 0.425 -0.878 -2.464  0.33
5 H -0.907 -0.191 -3.693  0.24
6 H -1.847 1.099 -1.920  0.26
7 H 1.439 1.122 -3.284  0.28
8 H -0.215 1.829 -2.018  0.38
9 H -0.555 0.734 -0.751  0.18
10 C 2.154 -0.224 2.249  -1.49
11 C -1.427 0.635 1.662  -0.42
12 C -0.113 0.712 2.119  -0.62
13 C -1.837 -0.496 0.929  -0.63
14 C 0.740 -0.336 1.720  0.97
15 C -0.986 -1.440 0.423  -0.29
16 C 0.325 -1.400 0.959  -0.43
17 H -2.034 1.438 2.037  0.37
18 H 0.343 1.476 2.716  0.42
19 H -2.818 -0.469 0.435  0.31
20 H -1.193 -2.120 -0.392  0.46
21 H 2.613 0.721 2.441  0.42
22 H 2.828 -0.664 1.484  0.33
23 H 1.055 -2.153 0.626  0.30
24 H 2.278 -0.927 3.107  0.30